This record from the Open Molecules 2025 dataset describes a structure of composition C39H34AuNP2. The level of theory is ωB97M-V/def2-TZVPD.

Element x y z (Å)
Au  -0.002  -0.095  -2.173
P  -1.637  -0.535  1.917
P  0.826  -0.089  0.034
N  -3.048  -6.893  -2.511
C  -0.926  -1.979  -2.208
C  1.648  1.522  2.151
C  1.088  1.481  0.871
C  -3.334  -0.672  5.529
C  -2.477  -3.635  -1.401
C  3.609  -2.912  -0.790
C  -2.437  -1.426  6.278
C  1.450  3.917  2.153
C  -2.600  -5.838  -2.458
C  -3.061  -0.395  4.206
C  -2.870  3.655  0.666
C  2.409  -2.259  -0.572
C  2.410  -0.930  -0.142
C  -2.095  2.147  2.368
C  -2.109  1.106  1.432
C  3.614  -0.253  0.040
C  1.824  2.738  2.788
C  -0.488  -2.862  -3.187
C  0.549  1.864  -3.617
C  -2.033  -4.521  -2.380
C  2.895  1.310  -3.289
C  -2.473  3.419  1.976
C  1.531  -0.134  -4.636
C  0.708  2.664  0.244
C  2.762  0.179  -4.089
C  -0.041  -1.132  1.281
C  0.894  3.881  0.883
C  1.807  2.134  -3.049
C  -0.569  2.866  -3.552
C  -1.866  -0.864  3.625
C  -2.890  2.622  -0.264
C  -1.041  -4.132  -3.276
C  -1.913  -2.371  -1.315
C  -0.980  -1.647  4.382
C  -2.516  1.345  0.115
C  4.811  -2.239  -0.600
C  0.413  0.690  -4.395
C  4.813  -0.913  -0.192
C  -1.266  -1.914  5.705
H  0.602  4.800  0.391
H  3.620  -0.448  -4.289
H  -0.416  3.621  -4.324
H  1.420  -1.001  -5.274
H  -2.290  -1.691  -0.557
H  -3.227  2.807  -1.275
H  -0.075  -2.050  3.947
H  -1.536  2.399  -3.734
H  -0.518  0.514  -4.922
H  -2.655  -1.645  7.315
H  -2.569  0.535  -0.603
H  -1.780  1.965  3.387
H  3.610  -3.944  -1.113
H  5.748  -2.751  -0.774
H  0.644  -1.222  2.129
H  3.624  0.782  0.356
H  1.972  0.612  2.644
H  -4.250  -0.313  5.977
H  3.859  1.559  -2.864
H  0.286  -2.583  -3.892
H  2.267  2.771  3.775
H  -2.462  4.228  2.694
H  0.256  2.628  -0.741
H  1.600  4.866  2.651
H  -3.180  4.649  0.370
H  5.748  -0.392  -0.045
H  -3.769  0.175  3.616
H  -0.581  -2.507  6.295
H  -0.705  -4.823  -4.037
H  -3.259  -3.938  -0.718
H  -0.600  3.386  -2.592
H  -0.181  -2.133  0.866
H  1.932  3.030  -2.453
H  1.477  -2.784  -0.755

Total charge: +2
E_LUMO (spin up / spin down) (eV): -5.23 / -8.31
Multiplicity: 3
Frontier orbital gap (spin up / spin down) (eV): 8.038 / 5.758
HOMO level (spin up / spin down) (eV): -13.27 / -14.07



This record from the Open Molecules 2025 dataset describes a structure of composition C39H34GeN3O3P2ReSSe2. The level of theory is ωB97M-V/def2-TZVPD.

Element x y z (Å)
Re  1.271  1.216  0.415
Se  -1.281  -3.265  4.886
Se  0.684  3.030  1.418
Ge  -1.089  1.263  -0.769
S  3.052  -0.718  -0.973
P  3.330  -1.536  1.869
P  0.635  -3.663  3.856
O  3.681  -0.664  0.506
O  1.985  -1.649  -0.989
O  2.710  0.703  -1.159
N  -0.462  -0.562  1.926
N  -0.564  -1.634  2.628
N  0.827  -0.373  1.599
C  6.221  0.468  3.805
C  3.024  -2.837  7.020
C  0.788  -7.545  2.751
C  -2.779  3.348  0.027
C  5.531  -0.221  2.826
C  1.566  -1.416  2.098
C  4.209  -0.615  3.071
C  4.185  -3.535  6.711
C  5.558  -4.868  1.858
C  0.850  3.766  -3.574
C  -2.544  1.985  0.231
C  3.058  -4.083  0.883
C  4.267  -4.280  5.539
C  4.291  0.367  5.260
C  3.855  -3.190  1.611
C  -0.638  2.296  -2.347
C  5.108  -3.584  2.103
C  1.939  -2.882  6.160
C  -4.362  1.908  1.802
C  -0.045  3.786  -4.634
C  -0.241  -6.311  0.949
C  -0.062  -5.130  1.647
C  0.974  -6.367  3.460
C  2.020  -3.633  4.984
C  0.568  -5.157  2.894
C  -1.528  2.328  -3.422
C  0.187  -7.516  1.499
C  4.761  -5.759  1.144
C  3.583  -0.319  4.287
C  0.549  3.023  -2.442
C  -1.231  3.068  -4.557
C  -3.800  3.986  0.717
C  5.602  0.757  5.019
C  -3.337  1.267  1.125
C  3.514  -5.371  0.662
C  0.661  -2.216  2.765
C  -4.591  3.265  1.601
C  4.397  -1.119  -2.007
C  3.187  -4.335  4.674
H  3.817  0.606  6.202
H  -2.188  3.910  -0.690
H  -0.934  -0.266  -0.916
H  1.096  -8.486  3.186
H  -3.161  0.209  1.290
H  -0.733  -6.298  -0.015
H  3.246  -4.935  3.776
H  1.768  4.337  -3.627
H  4.031  -1.033  -3.032
H  5.024  -3.514  7.395
H  0.032  -8.439  0.956
H  -2.465  1.785  -3.379
H  2.091  -3.782  0.500
H  -1.932  3.090  -5.381
H  2.898  -6.071  0.115
H  5.197  -0.404  -1.817
H  1.258  3.059  -1.611
H  5.166  -4.839  5.313
H  7.239  0.786  3.624
H  -4.990  1.353  2.486
H  -0.428  -4.198  1.229
H  6.011  -0.434  1.878
H  5.712  -2.903  2.688
H  0.178  4.368  -5.519
H  4.688  -2.145  -1.786
H  1.419  -6.402  4.446
H  -5.394  3.759  2.131
H  1.029  -2.352  6.412
H  6.149  1.299  5.780
H  6.524  -5.181  2.231
H  5.116  -6.766  0.962
H  2.955  -2.275  7.942
H  2.558  -0.616  4.473
H  -3.989  5.038  0.551

Total charge: +3
Energy relative to the best compared isomer or geometry (same formula, charge and spin) (kcal per mole): 30.3
E_LUMO (spin up / spin down) (eV): -9.59 / -9.88
Multiplicity: 2
Frontier orbital gap (spin up / spin down) (eV): 5.739 / 5.458
HOMO level (spin up / spin down) (eV): -15.33 / -15.34



This record from the Open Molecules 2025 dataset describes a structure of composition C39H34NiOP2Si. The level of theory is ωB97M-V/def2-TZVPD.

Element x y z (Å)
Ni  0.520  -0.206  1.120
P  -0.097  1.843  0.253
P  -0.013  -1.915  0.050
Si  2.299  -0.105  -0.312
O  1.190  0.177  2.960
C  -3.714  2.303  -1.580
C  0.772  -4.888  2.713
C  4.053  0.030  0.392
C  -3.415  4.269  -0.240
C  -4.179  3.531  -1.132
C  -0.203  -3.441  1.043
C  1.524  3.994  1.173
C  -0.048  3.059  2.726
C  0.369  3.954  3.696
C  -2.190  3.784  0.198
C  2.869  1.714  -2.532
C  1.955  4.880  2.152
C  -1.253  -4.342  0.894
C  1.950  -4.033  -2.883
C  -2.989  -1.556  -2.775
C  -4.120  -1.407  -1.987
C  1.446  3.543  -3.168
C  3.224  -2.058  -2.355
C  1.149  -2.479  -1.243
C  -0.286  -5.776  2.568
C  -1.621  -1.767  -0.800
C  0.989  -3.663  -1.960
C  -0.473  -1.173  4.055
C  -1.717  2.549  -0.243
C  0.184  -0.546  2.871
C  -4.003  -1.420  -0.602
C  -2.497  1.814  -1.134
C  1.376  4.867  3.411
C  2.263  -1.657  -1.423
C  2.585  2.774  -3.378
C  0.904  2.194  -1.246
C  -1.296  -5.501  1.660
C  3.070  -3.227  -3.078
C  -1.743  -1.739  -2.185
C  2.032  1.391  -1.463
C  -2.761  -1.587  -0.015
C  0.514  3.079  1.450
C  0.809  -3.727  1.959
C  0.610  3.257  -2.101
H  1.632  -3.030  2.079
H  1.215  4.366  -3.832
H  3.757  1.118  -2.718
H  4.145  0.907  1.036
H  -2.668  -1.567  1.066
H  -4.301  1.717  -2.278
H  4.311  -0.848  0.986
H  4.112  -1.453  -2.511
H  -2.045  -4.145  0.184
H  0.205  -1.898  4.511
H  -0.270  3.864  -1.929
H  1.711  5.561  4.172
H  -1.391  -1.680  3.767
H  2.745  5.584  1.924
H  -5.132  3.912  -1.477
H  3.828  -3.526  -3.793
H  -3.071  -1.531  -3.855
H  1.839  -4.952  -3.445
H  -2.145  0.852  -1.492
H  -4.879  -1.282  0.019
H  -0.678  -0.396  4.793
H  -5.090  -1.271  -2.448
H  -3.766  5.230  0.115
H  3.246  2.998  -4.206
H  -1.600  4.378  0.885
H  -0.868  -1.851  -2.813
H  1.984  4.019  0.193
H  4.793  0.124  -0.408
H  1.567  -5.098  3.416
H  -0.820  2.334  2.957
H  -0.083  3.932  4.680
H  -2.123  -6.190  1.542
H  -0.321  -6.680  3.163
H  0.124  -4.295  -1.790

Total charge: 0
E_LUMO (spin up / spin down) (eV): 0.59 / 0.59
Frontier orbital gap (spin up / spin down) (eV): 7.387 / 7.387
HOMO level (spin up / spin down) (eV): -6.80 / -6.80